Here is a cluster of 2 separate species, C9H14O2 in total in a non-equilibrium geometry from OMol25. Energies are from ωB97M-V/def2-TZVPD.

relative energy (zero: lowest compared OMol25 entry of this formula, charge and spin) = 53.14 kcal per mole
E_LUMO = 0.811 eV
highest occupied orbital energy = -0.306 Ha
frontier orbital gap = 9.14 eV
energy = -13653.352 eV
structure (SMILES) = Cc1ccc(O)cc1.CCO
net charge = 0

Cartesian coordinates (Å):
C -1.086 0.486 -2.881
C -0.965 1.111 -1.529
C -0.204 2.259 -1.361
C -0.115 2.848 -0.118
C -0.771 2.240 0.937
O -0.639 2.719 2.211
C -1.514 1.052 0.918
C -1.665 0.584 -0.396
H -0.756 -0.560 -2.751
H -0.382 0.994 -3.552
H -2.030 0.470 -3.461
H 0.384 2.697 -2.175
H 0.259 3.837 0.049
H 0.195 3.168 2.371
H -1.806 0.600 1.827
H -2.374 -0.168 -0.703
C 0.906 -3.012 1.920
C 1.492 -2.369 0.621
O 2.910 -2.369 0.608
H 0.261 -3.769 1.483
H 0.505 -2.127 2.540
H 1.671 -3.519 2.503
H 0.928 -2.695 -0.227
H 1.464 -1.249 0.686
H 3.333 -3.230 0.479

Atomic partial charges in e from the Mulliken method, atoms 1 to 5: atom 1 (C): -1.284, atom 2 (C): 0.574, atom 3 (C): -0.341, atom 4 (C): -0.882, atom 5 (C): 0.917